1.
{"formula": "C9H14O", "method": "ωB97M-V with the def2-TZVPD basis set", "species": ["C", "C", "C", "C", "C", "C", "C", "O", "H", "H", "H", "H", "H", "H", "H", "H", "C", "C", "H", "H", "H", "H", "H", "H"], "positions_angstrom": [[1.534, 2.572, 1.120], [0.223, 0.459, 0.686], [1.366, 1.244, 0.460], [0.156, -0.877, 0.392], [2.412, 0.677, -0.271], [1.206, -1.416, -0.374], [2.323, -0.669, -0.668], [0.997, -2.669, -0.858], [-0.561, 0.959, 1.247], [-0.609, -1.518, 0.801], [2.422, 3.007, 0.673], [1.546, 2.551, 2.217], [3.218, 1.322, -0.595], [3.099, -1.279, -1.125], [1.578, -2.931, -1.585], [0.708, 3.293, 1.034], [-3.937, 0.612, 0.388], [-4.427, -0.215, -0.781], [-3.225, 1.373, 0.099], [-4.742, 1.044, 0.996], [-3.551, -0.074, 1.152], [-3.704, -0.989, -1.030], [-4.665, 0.357, -1.682], [-5.398, -0.671, -0.584]], "lowdin_charge": [-0.07, -0.05, -0.29, -0.01, -0.04, -0.34, -0.03, 0.04, 0.11, 0.12, 0.07, 0.08, 0.11, 0.11, 0.11, 0.08, -0.18, -0.18, 0.06, 0.06, 0.06, 0.06, 0.06, 0.06], "e_lumo_ha": 0.03172, "gap_ev": 9.11, "homo_ev": -8.25, "smiles": "Cc1ccc(O)cc1.CC", "e_tot_ev": -11606.86453, "e_above_lowest_kj_mol": 74.5}

2.
{"formula": "C2H3BrNO", "method": "ωB97M-V with the def2-TZVPD basis set", "species": ["C", "C", "N", "O", "Br", "H", "H", "H"], "positions_angstrom": [[-0.405, -1.038, 0.402], [0.176, 0.319, 0.089], [-0.403, -0.317, -0.875], [-0.898, -0.441, -1.984], [1.834, 3.055, 0.960], [0.236, -1.956, 0.271], [-1.405, -1.323, 0.992], [0.866, 1.701, 0.144]], "lowdin_charge": [-0.16, -0.07, -0.38, -0.10, -0.31, 0.07, 0.10, -0.14], "e_lumo_ha": 0.15075, "charge": -1, "gap_ev": 8.44, "homo_ev": -4.34, "e_tot_ev": -75699.51743, "e_above_lowest_kj_mol": 248.7}

3.
{"formula": "C44H32I3LaNOP2", "method": "ωB97M-V with the def2-TZVPD basis set", "species": ["La", "I", "C", "C", "C", "C", "C", "C", "C", "C", "C", "C", "H", "H", "H", "H", "H", "H", "I", "C", "C", "C", "I", "C", "C", "C", "C", "N", "C", "C", "O", "H", "H", "H", "H", "C", "P", "C", "C", "C", "C", "C", "C", "C", "C", "C", "C", "C", "C", "P", "C", "C", "C", "C", "C", "C", "C", "C", "C", "C", "C", "C", "H", "H", "H", "H", "H", "H", "H", "H", "H", "H", "H", "H", "H", "H", "H", "H", "H", "H", "H", "H", "H", "H"], "positions_angstrom": [[-0.121, -0.559, -0.164], [2.212, -0.702, 1.996], [3.042, -2.408, 1.028], [4.308, -2.723, 1.419], [4.898, -3.913, 0.931], [4.176, -4.745, 0.129], [2.852, -4.414, -0.265], [2.084, -5.316, -1.051], [0.816, -5.000, -1.437], [0.280, -3.726, -1.108], [0.963, -2.796, -0.351], [2.254, -3.187, 0.131], [4.854, -2.092, 2.109], [5.911, -4.162, 1.225], [4.602, -5.682, -0.215], [2.527, -6.268, -1.327], [0.224, -5.706, -2.012], [-0.724, -3.511, -1.475], [-2.279, 2.604, 3.527], [-1.163, 3.212, 1.890], [-0.954, 4.597, 1.703], [-0.243, 5.054, 0.638], [0.044, 7.109, 0.452], [0.280, 4.137, -0.310], [1.026, 4.516, -1.449], [1.489, 3.578, -2.325], [1.201, 2.234, -2.075], [0.510, 1.826, -1.032], [0.048, 2.755, -0.120], [-0.667, 2.266, 1.023], [-0.822, 0.952, 1.203], [-1.364, 5.294, 2.422], [1.229, 5.567, -1.616], [2.065, 3.854, -3.199], [1.547, 1.469, -2.762], [-3.975, -2.917, -0.068], [-2.817, -1.511, 0.227], [-2.305, -1.796, 1.972], [-2.840, -1.123, 3.069], [-2.402, -1.427, 4.349], [-1.416, -2.389, 4.551], [-0.876, -3.062, 3.468], [-1.321, -2.771, 2.181], [-3.837, -0.010, 0.214], [-3.383, 1.074, -0.535], [-4.080, 2.274, -0.559], [-5.259, 2.389, 0.163], [-5.747, 1.302, 0.882], [-5.042, 0.108, 0.903], [-5.275, -2.674, -1.418], [-6.556, -3.821, -0.780], [-6.314, -5.174, -0.519], [-7.313, -5.977, 0.007], [-8.570, -5.441, 0.280], [-8.823, -4.102, 0.023], [-7.818, -3.295, -0.507], [-4.516, -3.630, -2.790], [-3.198, -3.364, -3.158], [-2.602, -4.011, -4.233], [-3.333, -4.930, -4.975], [-4.658, -5.181, -4.641], [-5.248, -4.533, -3.560], [-4.498, -3.088, 0.868], [-3.377, -3.800, -0.290], [-3.581, -0.348, 2.929], [-2.829, -0.902, 5.198], [-1.070, -2.611, 5.556], [-0.107, -3.813, 3.616], [-0.929, -3.337, 1.346], [-2.486, 0.979, -1.141], [-3.711, 3.110, -1.141], [-5.810, 3.322, 0.152], [-6.680, 1.387, 1.426], [-5.441, -0.737, 1.456], [-5.340, -5.603, -0.740], [-7.117, -7.025, 0.205], [-9.352, -6.073, 0.686], [-9.802, -3.685, 0.231], [-8.015, -2.248, -0.715], [-2.632, -2.628, -2.604], [-1.571, -3.795, -4.494], [-2.874, -5.442, -5.813], [-5.238, -5.888, -5.223], [-6.282, -4.745, -3.309]], "lowdin_charge": [1.66, 1.03, -0.59, -0.16, -0.07, -0.02, -0.16, -0.03, -0.07, -0.18, -0.35, -0.27, 0.09, 0.11, 0.12, 0.12, 0.11, 0.05, 1.01, -0.63, -0.22, -0.67, 0.97, -0.20, -0.02, -0.03, -0.12, -0.03, -0.15, -0.44, -0.47, 0.08, 0.07, 0.12, 0.12, -0.48, 0.90, -0.40, -0.11, -0.07, -0.06, -0.07, -0.14, -0.41, -0.13, -0.06, -0.06, -0.06, -0.11, 1.04, -0.42, -0.10, -0.07, -0.08, -0.08, -0.11, -0.40, -0.13, -0.09, -0.08, -0.07, -0.09, 0.05, 0.05, 0.07, 0.11, 0.11, 0.12, 0.08, 0.07, 0.11, 0.11, 0.11, 0.11, 0.11, 0.11, 0.11, 0.11, 0.09, 0.06, 0.10, 0.11, 0.11, 0.11], "e_lumo_ha": -0.10993, "charge": 1, "gap_ev": 7.39, "homo_ev": -10.38, "e_tot_ev": -93420.59899, "e_above_lowest_kj_mol": 0.0}

4.
{"formula": "C3H6CaO4", "method": "ωB97M-V with the def2-TZVPD basis set", "species": ["O", "C", "C", "O", "C", "O", "O", "H", "H", "H", "H", "H", "Ca", "H"], "positions_angstrom": [[-0.911, 1.553, -0.399], [0.302, 1.052, -0.993], [1.070, 0.203, 0.009], [1.028, -1.154, -0.365], [0.505, -2.086, 0.537], [1.317, -2.969, 0.849], [-0.668, -1.922, 0.921], [-1.054, 2.482, -0.619], [0.901, 1.904, -1.337], [0.006, 0.453, -1.862], [0.665, 0.353, 1.019], [2.129, 0.500, 0.011], [-2.281, 0.595, 0.829], [-3.010, -0.964, 1.401]], "lowdin_charge": [-0.33, -0.16, -0.20, -0.05, -0.78, 0.01, -0.12, 0.11, 0.13, 0.14, 0.12, 0.13, 1.26, -0.26], "e_lumo_ha": -0.06423, "gap_ev": 5.85, "homo_ev": -7.60, "e_tot_ev": -29833.95227}

5.
{"formula": "C3H7INS", "method": "ωB97M-V with the def2-TZVPD basis set", "species": ["C", "C", "C", "N", "S", "I", "H", "H", "H", "H", "H", "H", "H"], "positions_angstrom": [[-1.321, -0.393, -0.826], [0.752, 0.756, -0.125], [0.261, 0.116, 1.158], [0.194, -0.128, -1.231], [0.967, -1.374, 1.602], [-0.680, 1.438, 2.579], [-1.747, -1.340, -1.173], [-2.067, 0.430, -0.700], [0.236, 1.728, -0.202], [1.769, 0.926, -0.469], [0.793, -0.966, -1.192], [0.331, 0.207, -2.289], [0.511, -1.401, 2.867]], "lowdin_charge": [0.10, -0.31, -1.13, -0.03, 0.79, 0.89, 0.07, 0.09, 0.10, 0.13, 0.14, 0.23, -0.10], "e_lumo_ha": [-0.17623, -0.18005], "charge": 1, "gap_ev": [8.81, 6.99], "homo_ev": [-13.61, -11.89], "e_tot_ev": -23639.32356, "e_above_lowest_kj_mol": 289.3}

6.
{"formula": "H26O13", "method": "ωB97M-V with the def2-TZVPD basis set", "species": ["O", "H", "H", "O", "H", "H", "O", "H", "H", "O", "H", "H", "O", "H", "H", "O", "H", "H", "O", "H", "H", "O", "H", "H", "O", "H", "H", "O", "H", "H", "O", "H", "H", "O", "H", "H", "O", "H", "H"], "positions_angstrom": [[3.377, 4.753, -1.532], [3.684, 5.623, -1.787], [2.549, 4.914, -1.080], [-1.986, -0.883, -4.680], [-2.445, -1.281, -3.941], [-2.473, -1.174, -5.451], [-0.554, 4.334, 0.178], [-1.394, 4.443, -0.267], [-0.520, 5.056, 0.806], [1.449, -3.498, 5.133], [0.559, -3.280, 4.856], [2.012, -2.951, 4.586], [4.510, -0.342, 3.638], [3.762, -0.166, 3.067], [5.218, 0.190, 3.276], [-3.564, -4.075, -2.447], [-2.617, -4.121, -2.318], [-3.782, -4.881, -2.915], [5.463, 0.312, -2.100], [4.512, 0.200, -2.100], [5.770, -0.242, -1.383], [-4.227, 0.408, -0.072], [-4.897, -0.271, -0.138], [-3.925, 0.537, -0.971], [1.176, -0.024, 0.790], [0.745, 0.813, 0.959], [0.511, -0.551, 0.347], [-1.524, 2.268, 5.104], [-1.583, 1.349, 4.843], [-1.522, 2.247, 6.061], [-0.759, 3.195, -4.019], [-0.211, 3.010, -3.256], [-1.247, 2.385, -4.166], [-2.619, -1.712, 3.380], [-3.466, -2.145, 3.484], [-2.736, -1.134, 2.626], [0.684, -4.251, -2.584], [1.278, -4.980, -2.407], [0.794, -4.074, -3.519]], "lowdin_charge": [-0.05, 0.03, 0.02, -0.05, 0.02, 0.03, -0.05, 0.03, 0.03, -0.05, 0.02, 0.03, -0.05, 0.02, 0.03, -0.05, 0.02, 0.03, -0.05, 0.03, 0.03, -0.05, 0.03, 0.03, -0.05, 0.03, 0.03, -0.05, 0.02, 0.03, -0.05, 0.03, 0.02, -0.05, 0.03, 0.02, -0.05, 0.03, 0.03], "e_lumo_ha": -0.00847, "gap_ev": 10.95, "homo_ev": -11.18, "e_tot_ev": -27038.82023, "e_above_lowest_kj_mol": 301.7}

7.
{"formula": "C5H6BrNS", "method": "ωB97M-V with the def2-TZVPD basis set", "species": ["C", "C", "C", "C", "C", "N", "S", "Br", "H", "H", "H", "H", "H", "H"], "positions_angstrom": [[1.197, 2.852, -1.774], [0.115, 2.342, -1.379], [1.244, 0.158, -0.613], [-1.013, -0.351, 0.547], [0.334, -0.846, 0.020], [2.314, 0.481, -1.135], [2.803, 1.877, -1.779], [-1.665, 2.831, -1.274], [1.551, 3.864, -2.113], [-1.716, -0.024, -0.275], [-1.025, 0.484, 1.339], [-1.774, -1.088, 1.084], [0.079, -1.646, -0.751], [1.163, -1.218, 0.709]], "lowdin_charge": [-0.53, -0.73, -0.10, -0.16, -0.23, -0.37, 0.86, 0.66, 0.07, 0.05, 0.09, 0.11, 0.14, 0.14], "e_lumo_ha": [0.00442, 0.00444], "gap_ev": [7.98, 7.98], "homo_ev": [-7.86, -7.86], "e_tot_ev": -87644.91197, "e_above_lowest_kj_mol": 465.7}